C27H18Br2IN4O2Pt | ωB97M-V/def2-TZVPD

- Orbital gap: 6.5936 eV
- Total charge: +1
- Energy: -6974.1189 a.u.
- Highest occupied orbital energy: -10.41 eV

Geometry (Å):
Pt (0.691, -0.651, -0.351)
Br (-4.057, -4.893, 1.562)
C (-2.716, -3.690, 1.018)
C (-2.019, -3.918, -0.159)
C (-1.050, -3.005, -0.508)
N (-0.749, -1.938, 0.236)
C (-1.434, -1.696, 1.382)
C (-2.428, -2.579, 1.785)
C (-1.124, -0.478, 2.153)
C (-1.820, -0.108, 3.304)
C (-1.476, 1.060, 3.951)
Br (-2.377, 1.567, 5.527)
C (-0.464, 1.867, 3.447)
C (0.175, 1.427, 2.303)
N (-0.133, 0.293, 1.696)
H (-2.237, -4.774, -0.780)
H (-0.486, -3.119, -1.423)
H (-2.995, -2.396, 2.685)
H (-2.625, -0.715, 3.693)
H (-0.188, 2.792, 3.932)
H (0.975, 2.011, 1.856)
C (3.095, 2.673, -1.506)
C (4.294, 2.384, -0.864)
C (4.421, 1.190, -0.186)
C (3.347, 0.305, -0.134)
N (2.197, 0.592, -0.789)
C (2.079, 1.742, -1.455)
C (3.343, -0.934, 0.634)
C (4.439, -1.409, 1.351)
C (4.334, -2.576, 2.075)
C (3.135, -3.280, 2.046)
C (2.089, -2.770, 1.310)
N (2.174, -1.619, 0.637)
H (2.957, 3.603, -2.037)
H (5.109, 3.094, -0.892)
H (5.345, 0.946, 0.316)
H (1.132, 1.895, -1.953)
H (5.369, -0.861, 1.338)
H (5.166, -2.946, 2.657)
H (3.021, -4.211, 2.581)
H (1.147, -3.297, 1.252)
I (-4.572, 4.360, -5.773)
C (-3.647, 3.117, -4.351)
C (-2.268, 2.974, -4.373)
C (-1.661, 2.139, -3.449)
C (-2.421, 1.463, -2.499)
C (-3.802, 1.625, -2.487)
C (-4.420, 2.448, -3.414)
C (-1.783, 0.591, -1.457)
O (-2.441, 0.137, -0.531)
O (-0.505, 0.391, -1.636)
H (-1.670, 3.505, -5.101)
H (-0.591, 2.000, -3.470)
H (-4.380, 1.097, -1.741)
H (-5.494, 2.574, -3.408)

Forces on the atoms, in the same order (eV/Å):
Pt 0.2 -0.1 -1.3
Br 0.1 0.1 0.0
C -0.1 -0.3 -0.2
C -0.2 0.0 0.3
C 0.0 -0.1 -0.2
N -0.4 0.0 0.5
C -0.2 -0.7 -0.6
C 0.1 0.3 0.1
C 0.3 1.0 0.5
C -0.2 -0.5 -0.2
C 0.2 0.3 0.1
Br 0.0 -0.1 -0.1
C -0.2 -0.1 0.1
C 0.0 -0.1 0.1
N -0.5 0.0 0.6
H 0.0 0.0 -0.1
H 0.0 0.0 0.0
H 0.0 0.0 0.0
H 0.0 0.1 0.0
H 0.0 0.0 0.0
H 0.0 0.0 0.0
C 0.4 -0.1 0.2
C -0.2 0.2 -0.2
C -0.1 -0.4 0.2
C 0.1 0.9 -0.5
N 0.5 -0.1 0.3
C -0.2 0.1 -0.2
C 0.1 -0.8 0.5
C -0.1 0.4 -0.3
C -0.2 -0.3 0.1
C 0.3 0.1 0.0
C -0.2 -0.1 0.0
N 0.4 0.3 -0.1
H -0.1 0.0 0.0
H 0.0 0.0 0.0
H 0.0 0.0 0.0
H -0.1 -0.1 0.1
H 0.0 0.0 0.0
H 0.0 0.0 0.0
H -0.1 0.0 0.0
H 0.0 0.1 0.0
I 0.1 -0.2 0.2
C -0.1 0.2 -0.2
C 0.0 0.0 0.0
C -0.1 -0.1 0.1
C 0.1 0.1 0.0
C 0.0 0.0 0.1
C 0.0 0.0 0.0
C -0.2 -0.1 0.3
O 0.1 0.0 -0.1
O 0.2 -0.1 0.1
H 0.0 0.0 0.0
H 0.0 0.0 0.0
H 0.0 0.0 0.0
H 0.0 0.0 0.0

natural (NBO) charges, unit e, in atom order: number 1, Pt, carries 0.97; number 2, Br, carries 0.14; number 3, C, carries -0.03; number 4, C, carries -0.27; number 5, C, carries 0.08; number 6, N, carries -0.47; number 7, C, carries 0.32; number 8, C, carries -0.26; number 9, C, carries 0.15; number 10, C, carries -0.24; number 11, C, carries -0.04; number 12, Br, carries 0.13; number 13, C, carries -0.26; number 14, C, carries 0.07; number 15, N, carries -0.49; number 16, H, carries 0.26; number 17, H, carries 0.24; number 18, H, carries 0.24; number 19, H, carries 0.23; number 20, H, carries 0.25; number 21, H, carries 0.20; number 22, C, carries -0.22; number 23, C, carries -0.14; number 24, C, carries -0.22; number 25, C, carries 0.24; number 26, N, carries -0.44; number 27, C, carries 0.07; number 28, C, carries 0.14; number 29, C, carries -0.20; number 30, C, carries -0.14; number 31, C, carries -0.22; number 32, C, carries 0.07; number 33, N, carries -0.42; number 34, H, carries 0.25; number 35, H, carries 0.24; number 36, H, carries 0.23; number 37, H, carries 0.25; number 38, H, carries 0.23; number 39, H, carries 0.24; number 40, H, carries 0.25; number 41, H, carries 0.22; number 42, I, carries 0.16; number 43, C, carries -0.12; number 44, C, carries -0.26; number 45, C, carries -0.15; number 46, C, carries -0.18; number 47, C, carries -0.14; number 48, C, carries -0.25; number 49, C, carries 0.79; number 50, O, carries -0.68; number 51, O, carries -0.76; number 52, H, carries 0.23; number 53, H, carries 0.21; number 54, H, carries 0.24; number 55, H, carries 0.23